# 1
{
  "formula": "C3H7NO2",
  "method": "ωB97M-V/def2-TZVPD",
  "elements": ["O", "O", "N", "C", "C", "C", "H", "H", "H", "H", "H", "H", "H"],
  "coordinates": [[-0.718, 1.068, -0.836], [1.495, -2.915, -0.854], [1.337, -0.690, -1.690], [0.149, 0.636, 1.338], [-1.022, 0.420, 0.402], [1.367, -1.809, -1.232], [-1.941, 0.845, 0.828], [-1.478, 0.978, -1.425], [0.664, 0.054, -1.488], [-0.027, 0.128, 2.291], [-1.191, -0.655, 0.238], [0.294, 1.703, 1.528], [1.070, 0.238, 0.900]],
  "atomic_forces_ev_per_a": [[-0.1856, 0.0165, -0.2270], [-0.0839, 0.7547, -0.2440], [0.0750, -0.5536, 0.1548], [0.0367, 0.0042, 0.0159], [-0.0726, -0.1324, 0.3155], [0.0426, -0.1505, -0.0043], [0.1336, -0.0596, -0.0683], [0.1422, 0.0698, 0.0801], [0.0292, -0.1195, 0.0178], [0.0092, 0.0804, -0.1279], [0.0373, 0.1671, 0.0071], [-0.0288, -0.1336, -0.0121], [-0.1350, 0.0564, 0.0923]],
  "nbo_charge": [-0.74, -0.53, -0.79, -0.63, -0.07, 0.85, 0.17, 0.48, 0.44, 0.22, 0.16, 0.22, 0.22],
  "gap_ev": 11.248,
  "e_tot_ha": -323.74428,
  "e_homo_ha": -0.391,
  "smiles": "N=C=O.CCO",
  "de_lowest_ev": 0.9984,
  "lumo_ev": 0.60
}

# 2
{
  "formula": "C5H28O11",
  "method": "ωB97M-V/def2-TZVPD",
  "elements": ["O", "O", "O", "O", "O", "O", "O", "O", "O", "O", "O", "C", "C", "C", "C", "C", "H", "H", "H", "H", "H", "H", "H", "H", "H", "H", "H", "H", "H", "H", "H", "H", "H", "H", "H", "H", "H", "H", "H", "H", "H", "H", "H", "H"],
  "coordinates": [[-1.449, -4.037, 0.499], [0.972, 2.541, -3.378], [-1.931, 0.833, -2.022], [2.573, -2.288, 1.653], [0.009, -1.139, 0.199], [0.651, 0.339, -4.773], [-0.447, -2.163, -2.081], [-0.373, 2.440, -0.444], [2.207, -2.173, -2.524], [2.334, -0.268, 3.379], [2.538, -0.225, -0.156], [-2.209, 2.190, 1.024], [-1.977, 0.463, 2.939], [-2.085, 1.877, 2.550], [-0.928, 2.826, 0.574], [-0.848, 0.150, 3.576], [-1.203, 2.390, 2.981], [2.740, 0.452, 0.399], [0.694, 3.044, -2.738], [-0.674, 3.754, 1.026], [0.033, 0.686, 3.868], [2.487, -1.031, 3.923], [-0.792, -0.919, 0.798], [-2.473, 1.314, 0.423], [1.599, -0.411, -0.138], [-3.165, 2.108, 2.919], [0.731, 1.262, -4.627], [-0.981, -1.494, -2.516], [1.787, 2.231, -2.949], [-0.096, -0.021, -4.468], [-2.072, -3.356, 0.720], [2.928, -0.537, 2.735], [2.530, -1.704, -1.838], [-1.145, 1.539, -1.925], [2.835, -2.024, -3.275], [-0.253, -1.526, -0.570], [-3.229, 2.776, 0.746], [2.089, -1.457, 1.393], [0.479, -1.861, -2.428], [-0.708, -1.003, 3.733], [-2.416, 1.066, -2.707], [-2.713, -0.271, 2.644], [2.799, -2.768, 0.932], [-0.849, -3.606, -0.078]],
  "atomic_forces_ev_per_a": [[-0.5357, -1.0147, 0.7171], [3.3462, -3.9171, -4.3347], [6.0190, 0.1433, 5.1960], [-1.5303, 3.0581, 3.9832], [-0.2398, 2.8553, 6.1452], [4.9075, -0.0644, -2.7356], [1.9707, 0.8723, -1.4209], [0.6962, 0.6536, 0.9314], [-0.7294, -2.3020, -4.6817], [-1.2950, 1.0895, 1.6585], [0.2120, -2.8713, -3.0547], [-2.0464, -0.0156, 0.0350], [2.5402, 0.5054, -0.0611], [-3.5518, 0.7403, -0.3363], [-2.0075, -1.0888, -3.0174], [-0.4974, -4.9768, -0.0893], [-1.0886, 0.2990, 0.1004], [0.6648, 3.1309, 2.3932], [-3.2117, 4.8083, 5.3702], [0.8799, 0.8860, 0.9624], [-0.1364, 0.8149, -0.1273], [-0.5235, -0.5948, 1.1071], [2.1404, -0.5412, -1.6716], [0.8512, -0.2495, 0.1006], [-1.0413, 0.2965, 0.3134], [2.1231, 0.7599, 0.2091], [-0.5556, 1.0863, 0.5689], [-0.7426, 0.1699, 0.1368], [-0.0527, -0.4433, -0.6463], [-4.4678, -1.5046, 1.9207], [-0.5353, 0.3880, 0.2256], [1.9303, -0.2676, -2.5225], [1.9549, 2.6956, 3.8209], [-2.6168, -2.4100, -0.1121], [-0.9957, -0.1428, 0.9761], [-1.8144, -1.9114, -3.9166], [2.7243, -0.2829, 0.9033], [0.6601, -1.9315, -0.1441], [-1.4851, -1.3411, 0.7249], [-0.1446, 2.1710, 0.1343], [-3.5934, 1.8706, -5.2145], [-0.0978, -0.0228, 0.1044], [0.8923, -1.9322, -3.6765], [1.0236, 0.5311, -0.9754]],
  "nbo_charge": [-0.93, -0.93, -0.97, -0.97, -1.00, -0.96, -0.98, -0.57, -0.94, -0.94, -0.99, -0.53, -0.22, -0.45, 0.46, -0.38, 0.22, 0.47, 0.47, 0.13, 0.22, 0.47, 0.49, 0.25, 0.50, 0.22, 0.49, 0.48, 0.48, 0.46, 0.45, 0.47, 0.48, 0.51, 0.49, 0.49, 0.25, 0.49, 0.51, 0.20, 0.45, 0.21, 0.47, 0.48],
  "gap_ev": 9.818,
  "e_tot_ha": -1034.78858,
  "e_homo_ha": -0.361,
  "smiles": "C=CCCC=O.O.O.O.O.O.O.O.O.O.O",
  "de_lowest_ev": 3.1592,
  "lumo_ev": 0.00
}

# 3
{
  "formula": "C4H8IN2",
  "method": "ωB97M-V/def2-TZVPD",
  "elements": ["I", "N", "N", "C", "C", "C", "C", "H", "H", "H", "H", "H", "H", "H", "H"],
  "coordinates": [[-2.793, 1.134, 0.494], [-0.422, 0.259, -1.671], [-0.886, -0.130, 0.621], [0.161, 0.744, -2.877], [-0.513, -0.426, 1.863], [0.777, -0.997, 2.192], [-0.085, -0.030, -0.476], [1.384, -1.115, 1.300], [-0.466, 0.408, -3.733], [0.636, -1.929, 2.748], [-1.160, -0.089, 2.665], [1.179, -0.291, 2.991], [-0.096, 1.795, -2.812], [1.267, 0.658, -3.084], [1.016, 0.008, -0.222]],
  "atomic_forces_ev_per_a": [[1.5169, -1.2631, -0.0897], [-1.8052, -0.8863, 3.1579], [-3.2193, 1.2173, 3.4530], [0.4753, -0.0324, -0.5619], [-0.5258, 0.8463, -2.5094], [0.3680, 0.6445, 1.1226], [4.3022, 1.1327, -4.5769], [0.3542, -0.1926, 0.5186], [0.6951, -0.1337, 0.5924], [0.0353, -0.1251, -0.1983], [-0.3438, -0.3444, -0.1672], [0.0160, -0.7601, -1.0877], [0.2000, 0.5221, -0.1658], [-1.0624, -0.2819, 0.5040], [-1.0064, -0.3432, 0.0084]],
  "nbo_charge": [0.44, -0.32, -0.41, -0.45, 0.31, -0.71, 0.18, 0.25, 0.25, 0.30, 0.24, 0.29, 0.25, 0.21, 0.18],
  "gap_ev": 7.313,
  "e_tot_ha": -564.05889,
  "total_charge": 1,
  "e_homo_ha": -0.499,
  "smiles": "C/C=[N+](I)\\C=N\\C",
  "de_lowest_ev": 3.2822,
  "lumo_ev": -6.28
}